Entry 1:
# C19H21MoN6O4S2SeTe

C19H21MoN6O4S2SeTe as an isolated structure in a non-equilibrium geometry (ωB97M-V/def2-TZVPD, the Open Molecules 2025 dataset).

Each line ends with the Löwdin charge.
Cartesian coordinates (Å):
Mo (10.25467, 11.54442, 7.15184)  0.688
C (16.87891, 4.67947, 4.81060)  -0.070
C (17.25743, 4.84911, 6.22056)  -0.272
C (18.58131, 5.12172, 6.59614)  -0.046
C (18.95989, 5.32976, 7.89558)  -0.064
C (17.99198, 5.40718, 8.88661)  -0.251
C (16.66653, 5.15813, 8.54177)  -0.068
C (16.27575, 4.92763, 7.24052)  -0.030
S (18.47650, 5.77656, 10.60912)  0.693
O (19.91527, 6.04583, 10.75353)  -0.336
O (17.77960, 4.79707, 11.43376)  -0.297
N (17.96233, 7.33302, 10.80700)  -0.186
C (16.62218, 7.65206, 11.24020)  -0.217
C (16.24780, 8.91736, 10.45026)  -0.127
C (14.72606, 9.15325, 10.45400)  -0.747
O (14.08664, 8.85041, 9.38990)  -0.082
O (14.26787, 9.56265, 11.52840)  -0.039
H (17.80057, 4.45097, 4.23039)  0.086
H (16.34725, 5.46813, 4.27430)  0.084
H (16.35941, 3.73018, 4.67049)  0.082
H (19.36484, 5.01132, 5.86196)  0.111
H (20.03547, 5.46302, 8.10759)  0.127
H (15.86510, 5.27981, 9.31844)  0.124
H (15.23796, 4.72925, 6.95914)  0.117
H (18.76629, 7.97222, 10.98419)  0.139
H (16.52192, 7.64205, 12.35183)  0.139
H (15.96681, 6.82980, 10.82804)  0.118
H (16.53574, 8.86976, 9.34748)  0.134
H (16.66600, 9.78299, 10.88593)  0.086
Se (10.94491, 15.06631, 6.22706)  1.218
N (12.38115, 15.23464, 7.29479)  -0.196
C (12.63098, 14.15561, 7.98120)  -0.353
C (13.75649, 13.78538, 8.80377)  0.057
C (13.73711, 12.57329, 9.46322)  0.023
C (12.55352, 11.76054, 9.48344)  0.023
N (11.43738, 12.06864, 8.77827)  -0.047
C (11.51960, 13.19365, 8.05564)  -0.463
N (10.49853, 13.48707, 7.13913)  -0.450
H (14.68435, 14.45843, 8.69513)  0.167
H (14.61916, 12.18983, 10.03103)  0.149
H (12.65955, 10.82422, 10.05088)  0.114
Te (11.26891, 10.56779, 5.24348)  0.501
C (6.62201, 8.16695, 8.95939)  -0.006
N (7.55011, 7.97989, 7.80936)  -0.096
C (7.63997, 6.89795, 6.94515)  -0.016
C (8.34273, 7.25771, 5.82022)  -0.014
N (8.67728, 8.60321, 5.98671)  0.022
C (8.27523, 9.02054, 7.24576)  -0.672
S (8.09505, 10.65540, 7.77550)  0.624
H (6.45956, 7.19277, 9.39889)  0.093
H (5.57873, 8.48912, 8.63986)  0.129
H (7.03539, 8.85808, 9.69412)  0.080
H (7.25464, 5.93027, 7.19508)  0.133
H (8.58262, 6.72187, 4.93794)  0.123
H (9.30131, 9.19797, 5.35835)  -0.036

Calculated values
- Energy relative to the best compared isomer or geometry (same formula, charge and spin): 0.0 kJ/mol
- Expectation value of S²: 2.07
- Charge: +1
- Spin multiplicity: 3
- Orbital gap (spin up / spin down): 3.44 / 3.12 eV
- Max |F|: 0.079 Eh/bohr
- Calculated total energy: -4899.69448 hartree

Entry 2:
# C25H44BrFN2O36S9

A 10-piece molecular cluster, C25H44BrFN2O36S9 overall in a non-equilibrium geometry (ωB97M-V/def2-TZVPD, the Open Molecules 2025 dataset).

Each line ends with the Löwdin charge.
Cartesian coordinates (Å):
C (1.48064, 4.80949, -0.00474)  -0.080
C (2.80052, 5.32294, 0.68823)  -0.287
C (2.87084, 6.85574, 0.88527)  -0.558
Br (4.14023, 7.18534, 2.39549)  0.724
C (3.36281, 7.67899, -0.37628)  -0.450
F (4.30742, 8.61592, 0.06176)  -0.056
C (2.22344, 8.48095, -0.99071)  -0.122
N (1.48524, 9.12104, -1.54716)  0.191
C (4.05579, 6.84860, -1.49362)  -0.064
C (5.45086, 6.37860, -1.10033)  -0.191
N (6.53004, 6.21962, -0.81538)  0.185
H (1.23755, 3.82631, 0.45679)  0.067
H (0.60465, 5.46552, 0.17128)  0.088
H (1.66678, 4.59971, -1.08039)  0.064
H (2.77313, 4.88805, 1.71362)  0.080
H (3.69589, 4.87546, 0.20672)  0.099
H (1.91381, 7.29724, 1.22648)  0.082
H (3.45570, 5.96609, -1.80867)  0.125
H (4.11774, 7.49706, -2.39857)  0.141
O (-1.15330, 2.94999, -1.90418)  -0.216
S (-0.21418, 2.02014, -1.37762)  0.611
O (1.18907, 2.24499, -1.40972)  -0.234
O (-0.51238, 0.57720, -2.02411)  -0.196
C (-0.78538, -0.36998, -0.98204)  -0.175
C (-1.37551, 0.44531, 0.14456)  -0.186
O (-0.63713, 1.67325, 0.13569)  -0.186
H (0.15632, -0.82759, -0.68251)  0.103
H (-1.46493, -1.14136, -1.33677)  0.134
H (-1.28189, -0.05104, 1.10309)  0.088
H (-2.42686, 0.68151, -0.04233)  0.133
O (1.20267, -2.25786, -2.14959)  -0.226
S (0.76869, -1.94574, -3.47092)  0.619
O (-0.60536, -1.83853, -3.82002)  -0.204
O (1.48427, -2.97059, -4.48226)  -0.266
C (2.24771, -2.24075, -5.44466)  -0.151
C (2.65847, -0.96407, -4.73723)  -0.153
O (1.52243, -0.60598, -3.94686)  -0.176
H (1.60433, -2.02948, -6.30274)  0.135
H (3.10527, -2.82718, -5.77125)  0.137
H (2.91089, -0.16475, -5.43030)  0.140
H (3.50039, -1.13753, -4.06220)  0.128
O (0.74909, 6.13759, 2.85907)  -0.233
S (-0.00055, 5.18709, 3.60600)  0.620
O (-1.08740, 4.46556, 3.04957)  -0.204
O (-0.48696, 5.89338, 4.97175)  -0.183
C (0.00595, 5.16002, 6.09640)  -0.166
C (1.29366, 4.52027, 5.61524)  -0.163
O (1.02670, 4.13587, 4.26469)  -0.185
H (-0.73686, 4.40442, 6.36347)  0.133
H (0.16604, 5.82472, 6.94310)  0.136
H (1.57782, 3.65561, 6.21099)  0.138
H (2.11540, 5.24122, 5.60647)  0.134
O (0.56946, -5.36281, -2.37061)  -0.218
S (1.89889, -5.53430, -2.85925)  0.642
O (2.54645, -4.56834, -3.66763)  -0.209
O (1.98058, -6.96733, -3.59650)  -0.179
C (2.98300, -7.77580, -2.97500)  -0.165
C (3.03283, -7.30483, -1.53430)  -0.170
O (2.85733, -5.88715, -1.60621)  -0.187
H (3.93235, -7.59439, -3.48464)  0.134
H (2.72475, -8.82987, -3.05622)  0.137
H (3.97447, -7.55025, -1.04787)  0.136
H (2.20491, -7.72003, -0.95360)  0.133
O (-4.95757, -8.24278, -5.08275)  -0.222
S (-3.63327, -8.18496, -4.57110)  0.620
O (-2.65201, -9.16398, -4.88121)  -0.224
O (-3.72153, -8.02653, -2.96564)  -0.191
C (-3.04526, -6.83114, -2.56548)  -0.167
C (-3.16266, -5.89186, -3.74656)  -0.164
O (-3.01894, -6.72777, -4.89839)  -0.186
H (-2.00145, -7.08184, -2.36192)  0.126
H (-3.50000, -6.41938, -1.66659)  0.137
H (-2.39988, -5.11571, -3.73556)  0.134
H (-4.15207, -5.42890, -3.78600)  0.134
O (-4.00824, -3.00828, 3.11019)  -0.219
S (-3.86075, -1.84314, 2.30909)  0.622
O (-2.94227, -1.77441, 1.22556)  -0.223
O (-3.60316, -0.58896, 3.28554)  -0.185
C (-4.61402, 0.40471, 3.07492)  -0.148
C (-5.83424, -0.36665, 2.61535)  -0.179
O (-5.31249, -1.40265, 1.77084)  -0.180
H (-4.26231, 1.08989, 2.29985)  0.135
H (-4.79799, 0.96108, 3.99153)  0.139
H (-6.53496, 0.25270, 2.07300)  0.108
H (-6.34379, -0.84022, 3.45701)  0.130
O (4.93223, 0.89184, -2.56045)  -0.223
S (6.26404, 0.87325, -2.06157)  0.612
O (7.17835, -0.16917, -2.37219)  -0.224
O (6.20438, 1.05283, -0.46039)  -0.190
C (6.95909, 2.20753, -0.07403)  -0.158
C (6.88443, 3.14300, -1.26305)  -0.185
O (6.96187, 2.28343, -2.40849)  -0.187
H (7.98754, 1.89310, 0.11950)  0.133
H (6.54146, 2.65193, 0.82735)  0.138
H (7.69165, 3.87049, -1.27312)  0.120
H (5.92732, 3.66455, -1.29508)  0.103
O (0.38847, 0.09522, 2.64982)  -0.215
S (1.78970, -0.14568, 2.57182)  0.623
O (2.75828, 0.84694, 2.87545)  -0.213
O (2.11233, -0.75686, 1.11671)  -0.188
C (2.73069, -2.03875, 1.25372)  -0.156
C (2.19399, -2.59491, 2.55873)  -0.162
O (2.12227, -1.46558, 3.43724)  -0.187
H (3.81270, -1.89280, 1.29915)  0.136
H (2.48671, -2.67157, 0.40169)  0.130
H (2.83570, -3.36673, 2.97817)  0.135
H (1.18284, -2.99126, 2.43389)  0.135
O (-8.42365, 0.61185, 2.83937)  -0.241
S (-9.65474, 0.10965, 2.32727)  0.634
O (-10.28937, 0.66751, 1.18966)  -0.200
O (-10.71419, 0.04752, 3.53972)  -0.182
C (-11.18662, -1.29360, 3.70199)  -0.164
C (-10.04737, -2.17209, 3.22431)  -0.165
O (-9.49987, -1.47839, 2.09920)  -0.184
H (-12.07438, -1.42042, 3.07813)  0.135
H (-11.44568, -1.48238, 4.74187)  0.137
H (-10.37986, -3.16701, 2.93701)  0.138
H (-9.26603, -2.25592, 3.98415)  0.133

Calculated values
- SMILES: CC[C@@H](Br)[C@](F)(C#N)CC#N.O=S1(=O)OCCO1.O=S1(=O)OCCO1.O=S1(=O)OCCO1.O=S1(=O)OCCO1.O=S1(=O)OCCO1.O=S1(=O)OCCO1.O=S1(=O)OCCO1.O=S1(=O)OCCO1.O=S1(=O)OCCO1
- Spin multiplicity: 1
- Orbital gap: 10.12 eV
- Max |F|: 0.088 Eh/bohr
- Calculated total energy: -10054.45092 hartree